1.
The following is a DFT calculation (ωB97M-V with the def2-TZVPD basis set) of C30H45AsN5Tm as an isolated structure.

Structure (XYZ):
```
82
Properties=species:S:1:pos:R:3:lowdin_spin:R:1
Tm -0.62 -1.53 0.23 2.017
N 0.14 -3.41 1.72 -0.001
C -0.74 -4.56 1.39 0.000
C -2.21 -4.18 1.43 0.000
N -2.60 -3.00 0.60 -0.002
C -3.12 -3.42 -0.73 0.000
C -2.03 -3.95 -1.65 0.000
N -0.94 -2.95 -1.80 -0.003
C -3.64 -2.20 1.29 0.000
C -3.09 -1.43 2.48 0.000
N -1.95 -0.58 2.06 -0.002
H 1.11 -3.70 1.62 0.000
H 0.04 -3.19 2.71 0.000
H -0.60 -5.39 2.09 0.000
H -0.44 -4.93 0.41 0.000
H -2.47 -3.96 2.47 0.000
H -2.81 -5.05 1.14 0.000
H -3.58 -2.55 -1.19 0.000
H -3.90 -4.19 -0.61 0.000
H -2.48 -4.19 -2.62 0.000
H -1.60 -4.87 -1.27 0.000
H -1.25 -2.22 -2.46 0.000
H -0.14 -3.38 -2.24 0.000
H -4.47 -2.84 1.62 0.000
H -4.05 -1.49 0.57 0.000
H -2.74 -2.09 3.27 0.000
H -3.90 -0.83 2.91 0.000
H -1.43 -0.25 2.86 0.000
H -2.29 0.28 1.63 0.000
C 5.40 2.95 -3.82 0.000
C 4.43 2.34 -2.84 0.000
C 3.95 1.05 -3.01 0.000
C 3.05 0.49 -2.11 0.000
C 2.57 -0.92 -2.36 0.000
C 2.61 1.26 -1.02 -0.001
As 1.29 0.39 0.07 -0.003
N -0.40 0.31 -0.72 -0.005
C -0.89 0.60 -2.00 0.000
C -2.18 0.11 -2.30 0.000
C -2.75 0.29 -3.55 0.000
C -2.06 0.96 -4.54 0.000
C -0.81 1.49 -4.24 0.000
C -0.23 1.32 -2.99 0.000
C 0.72 1.35 1.66 0.000
C 0.99 0.77 2.91 0.000
C 2.04 -0.29 3.12 0.000
C 0.32 1.25 4.03 0.000
C -0.58 2.31 3.96 0.000
C -1.27 2.84 5.18 0.000
C -0.78 2.90 2.71 0.000
C -0.15 2.46 1.56 0.000
C -0.38 3.22 0.28 0.000
C 3.13 2.54 -0.79 0.000
C 2.80 3.41 0.40 0.000
C 4.02 3.05 -1.72 0.000
H 5.64 2.25 -4.62 0.000
H 6.33 3.23 -3.32 0.000
H 4.98 3.85 -4.26 0.000
H 4.28 0.46 -3.86 0.000
H 3.08 -1.34 -3.22 0.000
H 1.50 -0.94 -2.58 0.000
H 2.77 -1.57 -1.51 0.000
H -2.78 -0.33 -1.49 0.000
H -3.75 -0.08 -3.74 0.000
H -2.50 1.11 -5.51 0.000
H -0.27 2.05 -4.99 0.000
H 0.74 1.75 -2.79 0.000
H 2.24 -0.88 2.23 0.000
H 1.76 -0.96 3.93 0.000
H 2.98 0.18 3.41 0.000
H 0.53 0.81 5.00 0.000
H -1.08 2.22 6.05 0.000
H -2.35 2.89 5.03 0.000
H -0.93 3.85 5.40 0.000
H -1.44 3.77 2.64 0.000
H -0.42 4.29 0.50 0.000
H -1.33 2.94 -0.18 0.000
H 0.40 3.06 -0.46 0.000
H 2.61 2.84 1.31 0.000
H 1.93 4.04 0.21 0.000
H 3.64 4.07 0.60 0.000
H 4.42 4.05 -1.55 0.000
```

The calculation puts the HOMO-LUMO gap (alpha / beta) at 7.5 / 7.5 eV. The molecular weight is 719.6 g/mol. The charge is +2. The LUMO energy (alpha / beta) is -5.13 / -5.11 eV. For the HOMO energy (alpha / beta), the calculation gives -12.6 / -12.6 eV. The multiplicity is 3.

***

2.
The following is a DFT calculation (ωB97M-V with the def2-TZVPD basis set) of a 2-piece molecular cluster, C9H14 overall.

Structure (XYZ):
```
23
Properties=species:S:1:pos:R:3:lowdin_charge:R:1
C 1.60 1.45 -1.38 -0.056
C 0.36 2.08 0.70 -0.049
C 1.18 1.18 0.04 -0.290
C -0.11 1.77 1.99 -0.093
C 1.54 0.00 0.66 -0.077
C 0.17 0.55 2.58 -0.098
C 0.99 -0.35 1.88 -0.099
H 0.08 3.05 0.32 0.106
H -0.63 2.57 2.52 0.103
H 2.65 1.66 -1.60 0.079
H 1.06 2.26 -1.86 0.075
H 2.35 -0.63 0.31 0.117
H -0.32 0.32 3.51 0.098
H 1.11 -1.33 2.34 0.105
H 1.35 0.59 -1.99 0.065
C -1.23 -1.30 -1.08 -0.170
C -2.12 -2.49 -1.42 -0.172
H -0.48 -1.13 -1.85 0.054
H -1.80 -0.38 -0.92 0.073
H -0.65 -1.46 -0.17 0.049
H -2.94 -2.21 -2.07 0.057
H -2.60 -2.94 -0.55 0.063
H -1.56 -3.25 -1.96 0.060
```

The calculation puts the HOMO-LUMO gap at 10.1 eV. The molecular weight is 122.2 g/mol. The LUMO energy is 1.03 eV. As for the SMILES: Cc1ccccc1.CC. For the HOMO energy, the calculation gives -9.1 eV. The energy above the lowest of the compared OMol25 structures with the same formula, charge and spin is 9.1 kcal per mole.

***

3.
The following is a DFT calculation (ωB97M-V with the def2-TZVPD basis set) of C4F12N2O8S4Sn as an isolated structure.

Structure (XYZ):
```
31
Properties=species:S:1:pos:R:3:lowdin_charge:R:1
Sn -30.15 -12.74 0.62 1.322
C -31.97 -9.72 -4.62 -0.626
F -33.17 -9.85 -5.25 0.120
F -31.47 -10.87 -4.22 0.145
F -31.12 -9.03 -5.38 0.157
S -32.43 -8.84 -2.96 0.734
O -33.18 -7.64 -3.44 -0.320
O -33.23 -9.81 -2.19 -0.343
N -30.91 -8.49 -2.12 -0.272
S -30.63 -6.99 -2.46 0.583
O -30.53 -6.59 -3.88 -0.279
O -31.35 -6.08 -1.56 -0.273
C -28.79 -6.86 -1.87 -0.634
F -27.94 -7.39 -2.85 0.068
F -28.39 -5.65 -1.64 0.168
F -28.49 -7.48 -0.74 0.112
C -23.74 -15.35 -0.58 -0.690
F -22.45 -15.06 -0.43 0.168
F -23.88 -16.40 -1.35 0.146
F -24.31 -15.65 0.55 0.164
S -24.84 -13.99 -1.38 0.688
O -25.34 -13.28 -0.22 -0.347
O -24.07 -13.17 -2.27 -0.267
N -26.26 -14.83 -1.99 -0.257
S -26.07 -14.93 -3.48 0.529
O -26.32 -13.64 -4.11 -0.256
O -24.96 -15.74 -3.94 -0.252
C -27.62 -16.08 -3.81 -0.651
F -28.01 -15.77 -5.09 0.083
F -27.37 -17.38 -3.77 0.141
F -28.69 -15.96 -3.09 0.140
```

The calculation puts the HOMO-LUMO gap at 2.2 eV. The molecular weight is 679.0 g/mol. The LUMO energy is -7.44 eV. For the HOMO energy, the calculation gives -9.6 eV. The energy above the lowest of the compared OMol25 structures with the same formula, charge and spin is 216.1 kcal per mole.

***

4.
The following is a DFT calculation (ωB97M-V with the def2-TZVPD basis set) of the molecule C5H12O.

Structure (XYZ):
```
18
Properties=species:S:1:pos:R:3:lowdin_charge:R:1
C -2.67 0.29 -0.27 -0.121
C -1.31 -0.30 -0.62 -0.279
C -0.26 -0.11 0.47 -0.202
C 1.00 -0.93 0.20 -0.248
O 2.14 -0.45 0.87 -0.187
C 2.67 0.71 0.27 -0.123
H -3.10 -0.21 0.61 0.072
H -3.38 0.18 -1.09 0.068
H -2.60 1.36 -0.03 0.073
H -0.93 0.16 -1.55 0.110
H -1.42 -1.37 -0.84 0.110
H 0.00 0.95 0.54 0.104
H -0.67 -0.39 1.45 0.119
H 0.85 -1.96 0.53 0.128
H 1.21 -0.96 -0.89 0.120
H 3.53 1.01 0.86 0.091
H 1.95 1.53 0.24 0.076
H 3.00 0.50 -0.76 0.088
```

The calculation puts the HOMO-LUMO gap at 10.9 eV. The molecular weight is 88.1 g/mol. The LUMO energy is 1.13 eV. As for the SMILES: CCCCOC. For the HOMO energy, the calculation gives -9.7 eV. The energy above the lowest of the compared OMol25 structures with the same formula, charge and spin is 17.3 kcal per mole.

***

5.
The following is a DFT calculation (ωB97M-V with the def2-TZVPD basis set) of C19H48ClInN2O3P as an isolated structure.

Structure (XYZ):
```
75
Properties=species:S:1:pos:R:3:lowdin_charge:R:1
N 2.44 -0.76 -1.11 -0.285
P 1.80 0.03 -2.58 0.563
O 1.59 -1.31 -3.57 -0.449
In -0.49 0.78 -1.76 0.157
Cl -1.73 2.13 -3.38 -0.200
C -1.65 -0.99 -0.99 -0.313
O -2.56 -1.64 -1.92 -0.210
N -3.68 -0.89 -2.14 -0.079
O -4.25 -1.26 -3.11 0.007
H 2.40 -0.05 -0.38 -0.003
H 1.76 -1.46 -0.82 -0.004
H 0.69 -1.65 -3.48 0.012
H -0.18 1.84 -0.35 -0.102
H -2.18 -0.75 -0.07 0.026
H -0.93 -1.76 -0.72 0.022
C 7.99 -3.66 1.95 -0.117
C 8.44 -2.59 0.95 -0.276
C 7.68 -1.27 1.07 -0.234
C 6.18 -1.38 0.80 -0.230
C 5.80 -1.93 -0.57 -0.275
C 6.30 -1.08 -1.73 -0.111
H 6.94 -3.93 1.79 0.064
H 8.58 -4.56 1.84 0.065
H 8.09 -3.30 2.97 0.072
H 8.36 -2.98 -0.07 0.097
H 9.51 -2.39 1.11 0.100
H 8.13 -0.54 0.39 0.099
H 7.82 -0.87 2.08 0.105
H 5.74 -0.38 0.90 0.109
H 5.71 -1.99 1.57 0.099
H 4.72 -2.00 -0.63 0.076
H 6.18 -2.96 -0.68 0.096
H 5.90 -0.07 -1.66 0.074
H 5.97 -1.50 -2.68 0.070
H 7.39 -1.01 -1.75 0.059
C 0.34 5.56 -1.63 -0.105
C -0.37 5.26 -0.31 -0.271
C -1.87 5.56 -0.35 -0.222
C -2.22 7.03 -0.59 -0.231
C -1.63 8.01 0.42 -0.277
C -2.11 7.78 1.85 -0.118
H 0.29 6.62 -1.88 0.060
H 1.40 5.29 -1.56 0.069
H -0.10 4.99 -2.44 0.066
H 0.11 5.81 0.50 0.096
H -0.24 4.20 -0.08 0.058
H -2.32 5.23 0.59 0.101
H -2.33 4.96 -1.13 0.108
H -3.31 7.13 -0.59 0.106
H -1.90 7.32 -1.60 0.100
H -1.90 9.03 0.12 0.099
H -0.54 7.97 0.39 0.096
H -3.20 7.85 1.91 0.071
H -1.69 8.52 2.53 0.064
H -1.82 6.79 2.21 0.064
C -5.56 -3.68 -1.36 -0.114
C -6.42 -4.27 -0.24 -0.270
C -6.39 -3.42 1.03 -0.229
C -5.01 -3.26 1.67 -0.225
C -4.32 -4.57 2.04 -0.269
C -5.09 -5.39 3.07 -0.117
H -4.51 -3.63 -1.09 0.060
H -5.63 -4.30 -2.26 0.074
H -5.90 -2.68 -1.62 0.064
H -6.09 -5.29 -0.02 0.095
H -7.45 -4.35 -0.58 0.101
H -7.09 -3.85 1.76 0.097
H -6.78 -2.42 0.80 0.110
H -5.12 -2.65 2.57 0.109
H -4.36 -2.70 1.00 0.098
H -3.33 -4.34 2.43 0.104
H -4.16 -5.18 1.14 0.098
H -5.23 -4.82 3.99 0.072
H -4.54 -6.30 3.33 0.065
H -6.07 -5.70 2.70 0.062
```

The calculation puts the HOMO-LUMO gap at 6.8 eV. The molecular weight is 533.8 g/mol. The charge is -1. The LUMO energy is 2.60 eV. For the HOMO energy, the calculation gives -4.1 eV.

***

6.
The following is a DFT calculation (ωB97M-V with the def2-TZVPD basis set) of a 9-piece molecular cluster, C42H98F9N6O13S3 overall.

Structure (XYZ):
```
171
Properties=species:S:1:pos:R:3:lowdin_spin:R:1
C 6.30 -2.81 -0.71 0.000
C 5.24 -2.64 -1.78 0.000
C 4.12 -3.71 -1.98 0.000
O 4.71 -5.06 -1.97 0.000
C 3.85 -6.22 -2.02 0.000
N 4.66 -1.33 -1.62 0.000
H 5.25 -0.56 -1.32 0.000
H 4.34 -0.99 -2.51 0.000
H 3.90 -1.19 -0.96 0.000
H 6.70 -3.81 -0.83 0.000
H 5.82 -2.94 0.26 0.000
H 7.10 -2.07 -0.73 0.000
H 5.64 -2.48 -2.79 0.000
H 3.48 -3.43 -2.81 0.000
H 3.47 -3.66 -1.11 0.000
H 4.45 -7.08 -1.74 0.000
H 3.37 -6.51 -2.96 0.000
H 3.12 -6.16 -1.21 0.000
C 4.77 3.97 -5.12 0.000
C 4.09 3.98 -3.72 0.000
C 2.66 4.54 -3.75 0.000
O 2.13 4.45 -2.48 0.000
C 0.73 4.77 -2.31 0.000
N 4.09 2.59 -3.06 0.000
H 3.98 1.87 -3.75 0.000
H 4.79 2.28 -2.40 0.000
H 3.28 2.53 -2.46 0.000
H 4.99 4.96 -5.52 0.000
H 4.18 3.55 -5.94 0.000
H 5.75 3.50 -4.99 0.000
H 4.70 4.65 -3.10 0.000
H 2.08 3.92 -4.44 0.000
H 2.60 5.60 -3.96 0.000
H 0.37 4.70 -1.28 0.000
H -0.04 4.40 -2.99 0.000
H 0.64 5.82 -2.59 0.000
C 2.87 1.51 5.02 0.000
C 2.93 0.01 4.68 0.000
C 4.43 -0.34 4.28 0.000
O 5.35 0.25 5.27 0.000
C 6.72 0.30 4.95 0.000
N 2.58 -0.67 6.03 0.000
H 1.59 -0.78 6.20 0.000
H 2.73 -1.66 6.06 0.000
H 2.96 -0.22 6.85 0.000
H 3.64 1.89 5.68 0.000
H 1.85 1.82 5.25 0.000
H 3.13 2.12 4.16 0.000
H 2.32 -0.36 3.86 0.000
H 4.68 0.24 3.39 0.000
H 4.59 -1.42 4.23 0.000
H 7.04 1.21 4.44 0.000
H 7.17 -0.38 4.22 0.000
H 7.21 0.13 5.90 0.000
C -1.37 -2.93 2.52 0.001
N -2.60 -3.54 3.24 0.000
C -2.84 -5.03 2.68 0.000
C -2.35 -3.55 4.74 0.000
C -3.96 -2.74 3.00 0.000
C -4.40 -2.50 1.58 0.000
O -4.84 -3.65 1.04 0.000
H -1.16 -2.02 3.07 0.000
H -1.58 -2.91 1.45 0.000
H -0.47 -3.53 2.65 0.001
H -2.48 -5.78 3.38 0.000
H -2.39 -5.22 1.70 0.000
H -3.91 -5.20 2.55 0.000
H -1.34 -3.97 4.82 0.000
H -3.12 -4.19 5.17 0.000
H -2.36 -2.53 5.12 0.000
H -3.74 -1.74 3.37 0.000
H -4.72 -3.25 3.59 0.000
H -3.59 -2.14 0.94 0.000
H -5.15 -1.74 1.39 0.000
H -5.78 -3.64 1.25 0.000
C -4.77 3.85 -2.28 0.000
C -3.39 4.53 -2.35 0.000
C -2.63 4.36 -1.10 0.000
C -3.21 5.07 0.13 0.000
N -2.75 4.38 1.47 0.000
C -3.33 5.15 2.75 0.000
C -2.27 6.02 3.27 0.000
C -0.88 5.31 2.94 0.000
C -1.16 4.59 1.61 0.000
C -3.15 2.92 1.68 0.000
C -4.67 2.56 1.44 0.000
C -4.87 1.00 1.44 0.000
H -4.52 2.87 -1.88 0.000
H -5.33 3.73 -3.21 0.000
H -5.44 4.31 -1.55 0.000
H -3.63 5.59 -2.32 0.000
H -2.71 4.27 -3.16 0.000
H -1.67 4.83 -1.31 0.000
H -2.41 3.29 -1.01 0.000
H -4.30 4.98 0.17 0.000
H -3.01 6.14 0.16 0.000
H -3.73 4.44 3.47 0.000
H -4.15 5.72 2.30 0.000
H -2.29 6.11 4.35 0.000
H -2.39 6.99 2.80 0.000
H -0.46 4.84 3.83 0.000
H -0.12 6.08 2.84 0.000
H -0.52 3.72 1.43 0.000
H -0.91 5.38 0.90 0.000
H -2.82 2.81 2.71 0.000
H -2.39 2.30 1.21 0.000
H -5.07 2.74 0.44 0.000
H -5.34 3.05 2.15 0.000
H -4.56 0.41 0.59 0.000
H -5.92 0.77 1.61 0.000
H -4.39 0.41 2.22 0.000
C -4.37 -4.22 -3.27 0.000
C -3.98 -2.77 -3.02 0.000
C -2.44 -2.56 -3.21 0.000
C -2.13 -2.24 -4.64 0.000
N -0.69 -1.64 -4.81 0.000
C 0.37 -2.60 -4.24 0.000
C 0.49 -3.81 -5.12 0.000
C 0.14 -3.35 -6.51 0.000
C -0.38 -1.91 -6.31 0.000
C -0.54 -0.21 -4.15 0.000
C -1.09 0.82 -5.06 0.000
C -1.34 2.09 -4.29 0.000
H -5.37 -4.32 -3.71 0.000
H -4.07 -4.90 -2.48 0.000
H -3.79 -4.75 -4.03 0.000
H -4.24 -2.44 -2.02 0.000
H -4.43 -2.11 -3.77 0.000
H -1.98 -3.52 -2.98 0.000
H -2.13 -1.91 -2.39 0.000
H -2.78 -1.61 -5.25 0.000
H -2.12 -3.15 -5.24 0.000
H 1.23 -1.93 -4.19 0.000
H 0.20 -2.80 -3.19 0.000
H 1.56 -4.05 -5.11 0.000
H 0.05 -4.72 -4.70 0.000
H 0.94 -3.28 -7.24 0.000
H -0.63 -4.02 -6.90 0.000
H 0.45 -1.22 -6.49 0.000
H -1.23 -1.50 -6.85 0.000
H 0.42 0.08 -3.71 0.000
H -1.11 -0.32 -3.23 0.000
H -2.05 0.45 -5.44 0.000
H -0.43 0.89 -5.92 0.000
H -1.87 2.77 -4.95 0.000
H -0.36 2.39 -3.92 0.000
H -1.91 1.92 -3.37 0.000
C 3.33 -4.08 2.91 0.078
F 3.42 -5.22 2.11 0.017
F 4.50 -3.81 3.47 0.014
F 2.76 -3.13 2.25 0.039
S 2.11 -4.61 4.28 0.075
O 0.87 -5.02 3.63 0.026
O 2.77 -5.62 5.12 0.726
O 1.85 -3.36 5.03 0.021
C -2.21 2.17 6.11 0.000
F -2.75 3.19 5.36 0.000
F -1.15 2.74 6.82 0.000
F -3.13 1.63 6.91 0.000
S -1.38 0.77 5.04 0.000
O -2.53 -0.02 4.59 0.000
O -0.72 1.44 3.86 0.000
O -0.40 0.01 5.83 0.000
C 1.14 0.26 1.14 0.000
F 0.05 -0.29 1.64 0.000
F 1.50 1.52 1.71 0.000
F 2.17 -0.52 1.30 0.000
S 0.94 0.40 -0.77 0.000
O 2.26 0.73 -1.24 0.000
O 0.57 -0.95 -1.21 0.000
O -0.13 1.39 -1.03 0.000
```

The calculation puts the HOMO-LUMO gap (alpha / beta) at 7.2 / 2.5 eV. The molecular weight is 1162.5 g/mol. The charge is +4. The LUMO energy (alpha / beta) is -9.24 / -13.89 eV. For the HOMO energy (alpha / beta), the calculation gives -16.4 / -16.4 eV. The multiplicity is 2.

***

7.
The following is a DFT calculation (ωB97M-V with the def2-TZVPD basis set) of the molecule C7H14.

Structure (XYZ):
```
21
Properties=species:S:1:pos:R:3:lowdin_charge:R:1
C -1.57 -1.08 -0.47 -0.054
C -0.53 -0.07 -0.91 -0.334
C -0.35 1.27 -0.28 -0.165
C -1.30 1.61 0.87 -0.091
C 0.75 -0.03 -0.16 -0.437
C 1.02 -0.47 1.24 -0.059
C 1.92 -0.39 -1.09 -0.047
H -1.28 -2.04 -0.93 0.085
H -2.57 -0.83 -0.81 0.080
H -1.58 -1.24 0.61 0.072
H -0.41 -0.08 -1.99 0.127
H 0.66 1.67 -0.42 0.129
H -2.25 1.98 0.46 0.080
H -0.94 2.39 1.54 0.072
H -1.57 0.74 1.48 0.059
H 2.03 -0.14 1.53 0.087
H 1.00 -1.56 1.33 0.082
H 0.34 -0.03 1.97 0.068
H 1.81 -0.09 -2.13 0.078
H 2.93 -0.11 -0.75 0.073
H 1.90 -1.49 -1.09 0.093
```

The calculation puts the HOMO-LUMO gap at 8.6 eV. The molecular weight is 98.2 g/mol. The LUMO energy is 1.00 eV. As for the SMILES: C[C@@H]1[C@H](C)C1(C)C. For the HOMO energy, the calculation gives -7.6 eV. The energy above the lowest of the compared OMol25 structures with the same formula, charge and spin is 69.3 kcal per mole.